# 1
A structure of composition C10H5BiBrNO5 in a non-equilibrium geometry. Source: OMol25; level of theory: ωB97M-V/def2-TZVPD.

HOMO (eV): -15.290
Relative energy (zero: lowest compared OMol25 entry of this formula, charge and spin) (kcal per mole): 0.00
LUMO level (eV): -9.985

Geometry as ORCA input:
```
! RIJCOSX wB97M-V def2-TZVPD def2/J DEFGRID3
* xyz 2 1
O -3.446 0.913 -5.697
C -2.910 0.883 -4.686
Bi -0.532 -0.632 -1.565
O -2.249 2.448 -2.041
C -1.588 1.674 -1.481
C 0.786 -2.779 -1.007
O 1.158 -3.838 -1.294
C 1.692 0.437 -2.268
O 2.401 0.705 -3.116
C -2.462 -1.578 -0.153
O -3.466 -2.114 -0.171
H -1.033 -1.188 -3.099
Br 4.143 1.122 2.527
C 2.258 0.706 2.398
C 1.392 0.737 3.508
C 0.016 0.417 3.340
C -0.378 0.091 2.027
N 0.454 0.082 1.018
C 1.745 0.361 1.136
H 1.822 1.011 4.492
H -0.718 0.415 4.137
H -1.414 -0.178 1.775
H 2.331 0.307 0.220
*
```

# 2
The ion C4H13ClN2 with charge +2 in a non-equilibrium geometry. Source: OMol25; level of theory: ωB97M-V/def2-TZVPD.

HOMO (eV): -19.568
Relative energy (zero: lowest compared OMol25 entry of this formula, charge and spin) (kcal per mole): 20.23
LUMO level (eV): -7.018
SMILES: C[C@H]([NH3+])[C@@H](Cl)C[NH3+]

Geometry as ORCA input:
```
! RIJCOSX wB97M-V def2-TZVPD def2/J DEFGRID3
* xyz 2 1
C 2.059 0.494 1.061
C 1.131 -0.106 0.003
N 1.581 0.370 -1.302
C -0.322 0.137 0.316
Cl -0.514 1.833 -0.035
C -1.449 -0.725 -0.384
N -2.779 -0.507 0.286
H 1.849 1.602 0.943
H 3.080 0.282 0.823
H 1.918 0.133 2.127
H 1.208 -1.194 -0.032
H 0.764 0.951 -1.531
H 1.574 -0.326 -2.157
H 2.426 0.821 -1.101
H -0.592 -0.090 1.361
H -1.617 -0.361 -1.442
H -1.214 -1.731 -0.230
H -3.419 -1.165 -0.108
H -3.164 0.394 0.206
H -2.520 -0.812 1.195
*
```

# 3
A cluster of 2 separate species, C7H14N3O in total in a non-equilibrium geometry. Source: OMol25; level of theory: ωB97M-V/def2-TZVPD.

HOMO (spin up / spin down) (eV): -12.056 / -10.777
Relative energy (zero: lowest compared OMol25 entry of this formula, charge and spin) (kcal per mole): 100.70
LUMO level (spin up / spin down) (eV): -3.084 / -4.795

Geometry as ORCA input:
```
! RIJCOSX wB97M-V def2-TZVPD def2/J DEFGRID3
* xyz 1 1
C 1.443 -0.304 0.440
C 1.950 0.573 -1.506
C 2.783 -0.461 0.174
C 3.831 -1.122 0.979
C -1.601 2.462 0.361
C -2.175 -2.251 -1.090
C -0.424 0.643 -0.855
N 3.061 0.112 -1.039
N 0.897 0.348 -0.637
N -1.209 1.030 0.322
O -2.747 -1.536 -0.109
H 0.867 -0.652 1.274
H 1.826 1.079 -2.441
H 3.400 -1.865 1.645
H 4.553 -1.588 0.314
H 4.366 -0.384 1.578
H -0.708 3.085 0.327
H -2.222 2.694 -0.502
H -2.153 2.683 1.272
H -1.171 -1.967 -1.341
H -2.723 -3.001 -1.628
H -0.644 1.191 -1.756
H -0.631 0.816 1.146
H -2.050 0.430 0.368
H -3.643 -1.856 0.079
*
```